C3H7NO2 | the ωB97M-V functional and the def2-TZVPD basis

Summary:
Energy (Ha): -323.64523
Highest occupied orbital energy (eV): -7.75
Energy relative to the best compared isomer or geometry (same formula, charge and spin) (kcal per mole): 85.2
Lowest unoccupied orbital energy (eV): 0.771
Largest force on an atom (eV/A): 0.3

ORCA input file:
```
! RIJCOSX wB97M-V def2-TZVPD def2/J DEFGRID3
* xyz 0 1
C -1.043 1.225 1.308
N -0.476 0.659 0.099
C 0.048 -0.555 0.025
O -0.074 -1.440 0.965
C 0.949 -1.084 -0.965
O 1.643 -0.131 -1.743
H -2.137 1.234 1.271
H -0.726 0.611 2.154
H -0.681 2.248 1.442
H -0.281 1.256 -0.693
H 0.468 -1.876 -1.547
H 0.894 -1.882 0.355
H 1.417 -0.265 -2.670
*
```

Results of the natural (NBO) charge analysis, in e, for atoms 1 through 6:
1 C -0.42
2 N -0.56
3 C 0.58
4 O -0.69
5 C -0.32
6 O -0.73